No. 1
{
  "formula": "C3H7N6",
  "method": "wB97M-V/def2-TZVPD",
  "total_charge": 1,
  "e_homo_ha": [-0.4400, -0.4663],
  "homo_lumo_gap_ev": [6.5, 7.7],
  "species": ["C", "C", "C", "N", "N", "N", "N", "N", "N", "H", "H", "H", "H", "H", "H", "H"],
  "coordinates": [[0.746, 3.273, -0.607], [1.092, 1.280, -1.473], [-0.634, -1.089, 0.848], [1.261, 3.483, -1.746], [0.156, 1.605, 0.785], [1.425, 2.294, -2.338], [0.654, 1.893, -0.341], [0.282, -1.938, 1.247], [-1.909, -1.092, 1.115], [0.444, 4.073, 0.012], [1.260, 0.222, -1.516], [1.971, 2.061, -3.135], [1.260, -1.857, 1.147], [0.086, -2.593, 2.062], [-2.425, -0.549, 0.473], [-2.351, -1.621, 1.915]],
  "lowdin_charge": [-0.079, 0.022, -0.232, 0.108, 0.190, 0.068, -0.229, 0.110, 0.117, 0.135, 0.139, 0.164, 0.086, 0.152, 0.090, 0.159]
}

=====

No. 2
{
  "formula": "C5H5N",
  "method": "wB97M-V/def2-TZVPD",
  "total_charge": 0,
  "e_homo_ha": -0.3547,
  "homo_lumo_gap_ev": 10.3,
  "smiles": "CCC#CC#N",
  "species": ["C", "C", "C", "C", "C", "N", "H", "H", "H", "H", "H"],
  "coordinates": [[-0.757, -0.480, 1.547], [0.456, -0.674, 0.574], [0.680, 0.366, -0.367], [0.597, 1.137, -1.295], [0.374, 1.478, -2.611], [0.187, 1.787, -3.713], [-1.679, -0.742, 1.035], [-0.875, 0.561, 1.895], [-0.683, -1.105, 2.449], [0.410, -1.114, -0.538], [1.289, -1.214, 1.024]],
  "lowdin_charge": [-0.068, -0.197, -0.100, -0.029, -0.256, 0.137, 0.070, 0.083, 0.072, 0.175, 0.113]
}

=====

No. 3
{
  "formula": "C35H33BrN5O2Sr",
  "method": "wB97M-V/def2-TZVPD",
  "total_charge": -1,
  "e_homo_ha": -0.1742,
  "homo_lumo_gap_ev": 7.0,
  "species": ["Sr", "C", "N", "C", "C", "C", "N", "C", "C", "C", "C", "C", "C", "C", "O", "C", "C", "C", "N", "C", "C", "C", "C", "C", "C", "C", "O", "H", "H", "H", "H", "H", "H", "H", "H", "H", "H", "H", "H", "H", "H", "H", "H", "H", "H", "H", "H", "H", "H", "H", "H", "H", "N", "C", "C", "C", "C", "C", "C", "C", "C", "C", "H", "H", "H", "H", "Br", "C", "C", "C", "N", "C", "C", "H", "H", "H", "H"],
  "coordinates": [[-0.443, -0.523, 0.022], [-1.902, 1.032, 2.410], [-0.695, 1.663, 1.867], [0.441, 1.467, 2.798], [1.813, 1.368, 2.118], [2.428, -0.031, 2.151], [1.417, -1.011, 1.756], [1.686, -2.252, 1.838], [0.826, -3.392, 1.501], [1.483, -4.632, 1.433], [0.839, -5.812, 1.141], [-0.544, -5.773, 0.928], [-1.238, -4.592, 1.014], [-0.597, -3.352, 1.300], [-1.284, -2.270, 1.355], [-1.005, 3.089, 1.688], [0.027, 3.978, 1.005], [0.087, 3.847, -0.523], [1.333, 3.229, -0.961], [1.215, 2.116, -1.565], [2.369, 1.362, -2.075], [3.520, 2.008, -2.511], [4.582, 1.288, -3.038], [4.471, -0.100, -3.131], [3.344, -0.768, -2.694], [2.263, -0.056, -2.124], [1.221, -0.640, -1.627], [-2.171, 1.462, 3.388], [-1.753, -0.043, 2.540], [-2.727, 1.183, 1.714], [0.250, 0.537, 3.336], [0.430, 2.271, 3.548], [2.518, 2.078, 2.560], [1.717, 1.677, 1.075], [2.813, -0.296, 3.143], [3.263, -0.065, 1.445], [2.677, -2.546, 2.216], [2.554, -4.645, 1.614], [1.385, -6.745, 1.084], [-1.082, -6.685, 0.694], [-2.308, -4.555, 0.851], [-1.226, 3.508, 2.686], [-1.932, 3.140, 1.111], [1.027, 3.839, 1.422], [-0.255, 5.002, 1.267], [0.041, 4.844, -0.970], [-0.785, 3.284, -0.885], [0.211, 1.689, -1.714], [3.561, 3.088, -2.438], [5.472, 1.797, -3.385], [5.293, -0.670, -3.553], [3.272, -1.847, -2.751], [-6.887, 5.596, -5.979], [-6.258, 4.922, -5.290], [-5.474, 4.081, -4.428], [-5.752, 2.717, -4.334], [-4.994, 1.916, -3.504], [-3.941, 2.448, -2.744], [-3.677, 3.822, -2.857], [-4.430, 4.630, -3.684], [-3.160, 1.624, -1.884], [-2.492, 0.913, -1.137], [-6.562, 2.295, -4.915], [-5.205, 0.858, -3.431], [-2.862, 4.239, -2.279], [-4.211, 5.687, -3.760], [-3.024, -5.539, -4.730], [-2.361, -4.222, -3.542], [-1.016, -4.199, -3.226], [-0.581, -3.217, -2.350], [-1.392, -2.314, -1.804], [-2.681, -2.348, -2.130], [-3.220, -3.286, -2.998], [-0.319, -4.914, -3.639], [0.465, -3.135, -2.076], [-3.299, -1.578, -1.682], [-4.274, -3.276, -3.236]],
  "lowdin_charge": [1.366, -0.122, -0.256, -0.197, -0.170, -0.217, -0.068, -0.117, -0.143, -0.080, -0.127, -0.109, -0.036, -0.426, -0.273, -0.218, -0.163, -0.228, 0.044, -0.136, -0.155, -0.061, -0.133, -0.124, -0.036, -0.410, -0.309, 0.093, 0.067, 0.072, 0.111, 0.119, 0.111, 0.085, 0.115, 0.123, 0.125, 0.101, 0.085, 0.095, 0.108, 0.115, 0.114, 0.098, 0.104, 0.106, 0.082, 0.099, 0.100, 0.081, 0.089, 0.099, 0.128, -0.203, -0.255, -0.040, -0.032, -0.264, -0.028, -0.038, -0.217, -0.106, 0.113, 0.111, 0.106, 0.114, 0.723, -0.691, -0.100, -0.117, 0.018, -0.120, -0.103, 0.101, 0.110, 0.090, 0.100]
}

=====

No. 4
{
  "formula": "C11H14FN2",
  "method": "wB97M-V/def2-TZVPD",
  "total_charge": 1,
  "e_homo_ha": -0.4705,
  "homo_lumo_gap_ev": 10.0,
  "smiles": "F/C(=[NH+]\\c1ccccc1)N1CCCC1",
  "species": ["C", "C", "C", "C", "C", "C", "C", "C", "C", "C", "C", "N", "N", "F", "H", "H", "H", "H", "H", "H", "H", "H", "H", "H", "H", "H", "H", "H"],
  "coordinates": [[4.696, -0.017, -0.265], [4.008, -1.193, -0.342], [4.066, 1.145, 0.246], [2.653, -1.259, -0.065], [2.664, 1.112, 0.440], [1.970, -0.071, 0.284], [-0.397, 0.249, -0.290], [-3.445, -0.753, 0.590], [-3.787, -0.169, -0.769], [-2.340, 0.126, 1.161], [-2.561, 0.604, -1.147], [-1.657, 0.362, -0.094], [0.561, -0.067, 0.542], [-0.018, 0.391, -1.570], [5.819, 0.062, -0.453], [4.347, -2.239, -0.530], [4.609, 2.115, 0.204], [1.999, -2.199, -0.032], [2.124, 2.015, 0.613], [-4.249, -0.908, 1.345], [-2.918, -1.779, 0.446], [-4.186, -0.774, -1.539], [-4.714, 0.416, -0.641], [-2.825, 1.171, 1.490], [-1.733, -0.286, 1.981], [-2.234, 0.177, -2.113], [-2.825, 1.672, -1.047], [0.372, 0.095, 1.558]],
  "lowdin_charge": [-0.071, -0.092, -0.037, -0.019, -0.022, -0.255, -0.281, -0.159, -0.160, -0.102, -0.118, -0.044, 0.177, 0.181, 0.140, 0.132, 0.124, 0.146, 0.110, 0.133, 0.152, 0.108, 0.130, 0.188, 0.133, 0.158, 0.158, 0.192]
}

=====

No. 5
{
  "formula": "C5H8O",
  "method": "wB97M-V/def2-TZVPD",
  "total_charge": 0,
  "e_homo_ha": -0.3020,
  "homo_lumo_gap_ev": 8.6,
  "species": ["C", "C", "C", "C", "C", "O", "H", "H", "H", "H", "H", "H", "H", "H"],
  "coordinates": [[0.088, 1.506, 1.054], [-0.273, 0.431, 0.074], [0.694, -0.106, -0.939], [0.127, -1.496, -0.949], [-0.738, -1.566, 0.129], [-1.707, -2.075, 0.636], [-0.709, 1.718, 1.774], [1.015, 1.293, 1.590], [0.238, 2.418, 0.460], [-1.255, 0.625, -0.376], [0.562, 0.388, -1.911], [1.743, 0.004, -0.638], [0.162, -2.215, -1.757], [0.052, -0.925, 0.853]],
  "lowdin_charge": [-0.080, -0.200, -0.215, -0.046, -0.448, 0.039, 0.084, 0.080, 0.091, 0.141, 0.129, 0.117, 0.102, 0.206]
}

=====

Result set for E: -446.5850 -248.1434 -4382.6193 -636.6563 -270.4098 a.u., one per record in the order listed.
Result set for relative energy (zero: lowest compared OMol25 entry of this formula, charge and spin): 115.9 82.6 1.3 68.3 92.9 kcal/mol, one per record in the order listed.